Density functional theory data (ωB97M-V with the def2-TZVPD basis set) for 40 unconnected molecules or ions with the total composition H80O40.

Structure (XYZ):
```
120
Properties=species:S:1:pos:R:3:lowdin_charge:R:1
H 2.54 1.35 -1.86 0.0419
H 2.26 -0.23 -1.87 0.0171
O 2.29 0.56 -2.41 -0.0633
H -1.16 5.47 -3.00 0.0647
H -1.31 6.44 -1.77 0.1026
O -1.11 5.48 -2.03 -0.0700
H 0.28 -5.01 1.33 -0.0035
H 1.74 -5.18 0.60 0.0722
O 0.75 -5.44 0.62 -0.0963
H -5.11 3.85 -1.21 0.0021
H -4.67 2.85 -1.95 0.0394
O -5.57 3.23 -1.77 -0.0625
H 4.07 -2.96 3.34 0.0598
H 3.47 -3.42 4.70 0.0309
O 3.22 -3.12 3.83 -0.0535
H 4.15 0.98 -0.35 -0.0028
O 4.70 1.77 -0.50 -0.0483
H -4.49 0.10 2.05 0.0058
O -4.84 -0.79 2.04 -0.0715
H -3.00 -3.03 0.10 0.0366
H -1.69 -2.83 0.24 0.0131
O -2.21 -3.65 0.24 -0.0899
H 5.59 0.97 3.57 -0.0271
H 6.23 1.20 4.84 0.0514
O 6.07 0.47 4.24 -0.0578
H -1.07 0.56 1.32 -0.0187
H -1.95 -0.12 0.35 0.0168
O -1.77 -0.08 1.29 -0.0334
H 0.03 -1.16 -6.57 0.0204
H -0.18 -1.56 -5.15 -0.0163
O 0.46 -1.14 -5.72 -0.0696
H 1.78 -4.80 -1.83 -0.0023
O 2.73 -4.78 -1.93 -0.0315
H -2.26 -0.70 6.18 0.0505
H -2.65 0.73 6.06 0.0283
O -2.46 -0.03 5.51 -0.0621
H -0.45 -0.75 3.90 0.0318
H -1.18 -2.02 3.23 0.0313
O -0.74 -1.67 4.02 -0.0675
H -2.40 0.36 -2.39 0.0143
H -3.83 0.38 -1.87 0.0581
O -3.11 0.98 -2.20 -0.0673
H 3.93 2.82 2.87 0.0519
H 3.92 1.45 2.09 0.0343
O 4.24 1.93 2.86 -0.0242
H -4.66 2.79 1.97 0.0865
H -5.81 2.00 1.43 0.0283
O -4.96 2.34 1.12 -0.0784
H 3.21 2.50 -4.32 -0.0135
H 3.91 0.94 -4.20 0.1314
O 4.02 1.99 -4.30 -0.1106
H 5.28 -0.49 -1.83 0.0163
O 5.71 -1.34 -2.08 -0.0655
H -3.59 -4.44 -3.37 0.0316
H -2.55 -3.88 -2.49 0.0201
O -2.81 -3.91 -3.44 -0.0565
H -1.36 4.36 4.49 0.0600
O -0.59 3.86 4.80 -0.0406
H -4.90 -2.12 -1.14 0.0461
H -5.27 -1.73 0.19 0.0350
O -4.52 -2.16 -0.25 -0.0508
H 1.12 0.77 -0.54 -0.0028
H 0.91 1.02 0.98 0.0783
O 1.21 0.34 0.32 -0.0585
H 1.62 1.98 -3.59 -0.0008
H 1.03 2.14 -4.90 0.0997
O 1.26 2.73 -4.12 -0.0841
H -1.62 1.81 -1.33 0.0602
H -0.37 2.54 -1.90 0.0448
O -0.64 1.68 -1.52 -0.0955
H -0.02 3.09 -0.33 0.0334
H -1.19 4.08 -0.85 0.0133
O -0.74 3.69 -0.07 -0.1050
H -0.45 -1.37 -3.00 0.0069
H -1.87 -1.83 -3.35 0.0472
O -1.14 -1.24 -3.64 -0.0362
H 3.81 -2.19 -1.04 0.0370
H 3.73 -1.11 0.18 0.0300
O 3.28 -1.54 -0.57 -0.0501
H 0.50 -1.41 -0.42 0.0031
H 0.22 -2.29 -1.74 0.0266
O -0.13 -1.91 -0.94 -0.0336
H 5.37 -0.49 2.73 -0.0098
H 5.67 -0.03 1.28 0.0445
O 5.37 -0.77 1.82 -0.0308
H 1.32 -2.81 2.21 0.0557
H 2.07 -2.96 0.91 0.0331
O 1.15 -2.92 1.24 -0.0790
H -5.46 -1.45 -3.70 0.0227
O -4.82 -0.80 -3.93 -0.0279
H -1.78 -5.38 1.23 0.0673
H -1.83 -4.41 2.21 -0.0062
O -1.77 -5.37 2.28 -0.1132
H 5.49 -1.47 -3.03 0.0620
H 4.19 2.36 -1.08 -0.0064
H -0.97 3.22 5.40 0.0320
H -5.15 -0.77 3.02 0.1226
H 3.03 -5.64 -1.62 0.0446
H -4.80 -0.76 -4.88 0.0427
O -0.90 -5.38 -2.08 -0.0723
H -0.35 -5.43 -1.29 -0.0113
H -1.72 -5.75 -1.68 0.0582
O 2.51 4.90 -0.42 -0.0451
H 2.57 5.60 0.25 0.0555
H 1.79 5.29 -0.90 0.0143
O 3.55 3.51 -2.34 -0.0819
H 2.76 3.94 -2.65 0.0324
H 4.09 3.29 -3.13 0.0462
O -1.48 2.15 2.78 -0.0616
H -1.57 1.87 3.69 0.0141
H -0.86 2.89 2.93 0.0323
O -6.86 0.30 0.09 -0.0843
H -6.44 0.85 -0.63 0.0526
H -6.17 0.13 0.78 -0.0096
O 4.67 -1.44 6.06 -0.0473
H 3.86 -1.05 6.37 0.0346
H 4.54 -1.57 5.12 -0.0111
O -2.70 5.46 0.61 -0.1010
H -1.82 4.96 0.54 0.0102
H -3.35 4.72 0.51 0.0318
```

The calculation puts the LUMO energy at -0.0223 Ha. The calculation puts the energy above the lowest of the compared OMol25 structures with the same formula, charge and spin at 825.41 kJ/mol. The calculation puts the largest force on an atom at 3.88 eV/A. The HOMO energy is -10.4 eV.